(1)
Below is a molecular structure, C43H34BrEuF10N4OPS2Sb, with properties calculated with the ωB97M-V functional and the def2-TZVPD basis.

Calculated values
**Expectation value of S²**: 12.0281
**Spin multiplicity**: 7
**Orbital gap (spin up / spin down)**: 6.0 / 6.0 eV

Cartesian coordinates (Å):
Eu1 -0.148 0.108 -0.281
C1 4.361 3.252 2.710
C2 4.722 1.938 2.973
C3 3.863 0.908 2.661
C4 2.626 1.180 2.069
C5 2.283 2.501 1.784
C6 3.142 3.530 2.112
N1 1.706 0.171 1.760
N2 2.172 -0.997 1.970
C7 1.378 -2.090 1.761
C8 1.849 -3.248 2.403
C9 1.148 -4.423 2.296
C10 -0.023 -4.432 1.550
C11 -0.470 -3.283 0.910
C12 0.208 -2.056 0.945
H1 5.029 4.061 2.966
H2 5.683 1.720 3.415
H3 4.122 -0.120 2.856
H4 1.349 2.690 1.271
H5 2.875 4.554 1.895
H6 2.740 -3.173 3.005
H7 1.513 -5.324 2.768
H8 -0.592 -5.346 1.464
H9 -1.392 -3.365 0.341
C13 -3.553 -2.533 -4.870
C14 -2.822 -3.668 -4.155
N3 -1.389 -3.474 -4.118
C15 -0.570 -4.013 -5.185
C16 -0.235 -2.973 -6.255
C17 -0.816 -2.728 -3.161
S1 -1.793 -2.079 -1.938
N4 0.527 -2.670 -3.242
C18 1.327 -1.764 -2.778
O1 0.909 -0.706 -2.140
C19 2.769 -1.969 -2.989
C20 3.224 -2.677 -4.098
C21 4.580 -2.817 -4.316
C22 5.490 -2.262 -3.432
C23 5.042 -1.594 -2.306
C24 3.687 -1.445 -2.081
H10 -4.627 -2.675 -4.779
H11 -3.292 -2.517 -5.925
H12 -3.284 -1.579 -4.424
H13 -3.029 -4.616 -4.657
H14 -3.178 -3.729 -3.123
H15 -1.107 -4.854 -5.629
H16 0.359 -4.379 -4.737
H17 -1.135 -2.624 -6.755
H18 0.426 -3.417 -6.995
H19 0.268 -2.119 -5.805
H20 2.500 -3.089 -4.784
H21 4.931 -3.356 -5.182
H22 6.549 -2.352 -3.620
H23 5.745 -1.182 -1.601
H24 3.346 -0.949 -1.183
F1 -6.494 0.469 5.131
C25 -5.418 0.716 4.388
C26 -4.711 1.906 4.551
F2 -5.097 2.798 5.464
C27 -3.598 2.152 3.756
F3 -2.940 3.301 3.925
C28 -3.148 1.242 2.800
P1 -1.602 1.633 1.840
C29 -0.522 1.728 3.321
C30 -0.005 2.870 3.915
C31 0.878 2.745 4.975
C32 1.236 1.497 5.455
C33 0.694 0.356 4.885
C34 -0.172 0.470 3.816
C35 -2.043 3.303 1.252
C36 -1.092 4.298 1.048
C37 -1.441 5.474 0.408
C38 -2.731 5.663 -0.054
C39 -3.681 4.672 0.132
C40 -3.337 3.497 0.770
C41 -3.851 0.046 2.673
Br1 -3.289 -1.314 1.472
C42 -4.980 -0.210 3.448
F4 -5.646 -1.353 3.300
H25 -0.288 3.850 3.562
H26 1.292 3.633 5.427
H27 1.930 1.407 6.278
H28 0.952 -0.620 5.265
H29 -0.583 -0.416 3.345
H30 -0.070 4.160 1.362
H31 -0.694 6.239 0.252
H32 -2.992 6.571 -0.575
H33 -4.688 4.810 -0.233
H34 -4.072 2.712 0.895
S2 -3.906 0.731 -1.821
C43 -2.702 0.677 -0.894
F5 0.022 2.250 -0.812
Sb1 1.217 1.543 -2.565
F6 2.130 0.947 -0.697
F7 -0.832 0.950 -2.735
F8 2.230 0.861 -4.086
F9 2.590 2.873 -2.284
F10 0.459 2.915 -3.697

Atoms 1-6, force components in eV/Å:
Eu -0.99 -2.24 1.12
C -0.04 0.13 0.02
C 0.06 0.08 0.00
C -0.24 -0.07 -0.07
C 0.83 1.00 0.32
C -0.11 -0.50 -0.10

=====

(2)
Below is a molecular structure, C38H37HgN6O4S4, with properties calculated with the ωB97M-V functional and the def2-TZVPD basis.

Calculated values
**Expectation value of S²**: 0.7753
**Spin multiplicity**: 2
**Total charge**: -2
**Orbital gap (spin up / spin down)**: 3.8 / 5.8 eV

Cartesian coordinates (Å):
Hg1 -0.475 -0.523 -1.032
C1 -4.915 -1.139 3.116
C2 -4.372 -2.530 2.652
N1 -2.925 -2.537 2.587
C3 -2.168 -2.377 1.398
S1 -3.005 -1.636 0.075
N2 -0.938 -2.803 1.529
N3 -0.012 -2.444 0.506
C4 1.044 -3.226 0.352
C5 1.133 -4.555 1.030
C6 2.032 -2.795 -0.527
C7 3.258 -3.492 -0.764
C8 4.307 -2.943 -1.422
C9 4.101 -1.629 -1.904
C10 2.854 -1.046 -1.837
N4 1.815 -1.594 -1.178
H1 -5.940 -1.095 3.381
H2 -4.750 -0.454 2.313
H3 -4.219 -0.897 3.910
H4 -4.749 -2.755 1.628
H5 -4.709 -3.301 3.403
H6 -2.381 -2.957 3.299
H7 1.340 -5.191 0.164
H8 0.166 -4.841 1.508
H9 1.961 -4.597 1.707
H10 3.344 -4.487 -0.286
H11 5.250 -3.516 -1.408
H12 4.878 -1.147 -2.500
H13 2.672 -0.098 -2.328
O1 1.133 3.111 -4.917
C11 0.291 2.611 -5.827
C12 -0.002 3.356 -7.000
C13 -0.854 2.874 -8.001
C14 -1.440 1.597 -7.840
C15 -1.136 0.860 -6.703
C16 -0.344 1.357 -5.644
C17 -0.082 0.560 -4.420
O2 0.595 1.109 -3.493
N5 -0.704 -0.633 -4.435
N6 -0.579 -1.364 -3.312
C18 -0.480 -2.604 -3.558
S2 -0.507 -3.274 -5.253
C19 -0.287 -4.992 -4.687
C20 -0.944 -5.194 -3.360
S3 -0.389 -3.808 -2.342
H14 1.122 2.411 -4.190
H15 0.456 4.330 -7.061
H16 -1.039 3.497 -8.868
H17 -2.122 1.212 -8.568
H18 -1.552 -0.156 -6.598
H19 0.766 -5.184 -4.599
H20 -0.553 -5.647 -5.485
H21 -0.610 -6.071 -2.815
H22 -1.987 -5.243 -3.370
C21 -1.219 3.061 7.209
C22 -1.857 4.386 7.243
O3 -1.620 5.243 8.067
S4 -3.092 4.692 5.961
C23 -2.444 3.897 4.486
C24 -1.501 4.558 3.669
C25 -1.085 3.967 2.497
C26 -1.574 2.710 2.098
C27 -2.505 2.097 2.916
C28 -2.983 2.663 4.086
C29 -1.150 2.075 0.894
C30 -0.839 1.317 0.003
H23 -2.020 2.328 7.053
H24 -0.652 2.823 8.166
H25 -0.587 2.945 6.346
H26 -1.120 5.552 3.944
H27 -0.340 4.495 1.972
H28 -2.724 1.097 2.628
H29 -3.715 2.141 4.721
C31 4.008 2.058 -0.718
C32 4.132 2.442 0.721
O4 4.952 3.263 1.102
C33 3.254 1.701 1.744
C34 3.289 2.202 3.031
C35 2.377 1.754 3.933
C36 1.472 0.701 3.618
C37 1.535 0.122 2.356
C38 2.429 0.658 1.427
H30 4.624 2.705 -1.321
H31 3.013 1.852 -1.080
H32 4.471 1.071 -0.796
H33 3.992 3.007 3.275
H34 2.281 2.179 4.957
H35 0.695 0.355 4.327
H36 0.796 -0.547 2.024
H37 2.359 0.322 0.418

Atoms 1-6, force components in eV/Å:
Hg 0.19 -0.17 0.40
C 1.82 -1.19 -0.56
C -0.60 -0.12 0.08
N -0.02 0.46 -1.20
C -0.16 -0.02 0.52
S 0.55 0.01 -0.32

=====

Number 1: M 1261.49 g/mol. Number 2: M 970.61 g/mol.